i | 10
Properties=species:S:1:pos:R:3:lowdin_charge:R:1 method="wB97M-V/def2-TZVPD" total_charge=-2 gap_ev=5.683
C 0.24495 -0.36889 0.16672 -0.20
C -0.23051 0.66330 -0.81671 -0.17
N 1.24684 -0.81289 -0.60073 0.03
N 1.19894 0.27447 -1.47848 -0.40
O 0.58613 -2.69726 2.26679 -0.65
O 1.27236 0.14492 -2.80975 -0.44
H -0.17171 -0.84139 0.97722 0.01
H 1.21029 -2.83534 1.63598 -0.28
H -0.83931 0.32334 -1.60237 0.04
H -0.52126 1.64955 -0.37029 0.06


ii | 10
Properties=species:S:1:pos:R:3:lowdin_charge:R:1 method="wB97M-V/def2-TZVPD" total_charge=-2 gap_ev=3.167
C 1.22435 -0.49617 0.18935 -0.46
C -0.13893 -0.66241 -0.32807 -0.10
N 2.15683 0.10658 -0.61804 -0.01
N 0.88337 -1.80698 -0.36576 -0.25
O 2.69864 1.15879 -0.04721 -0.16
O 0.54260 -2.80405 0.49834 -0.39
H -7.56940 6.12872 0.06653 -1.00
H 1.50097 -0.56838 1.34694 0.17
H -0.92878 -0.78200 0.55342 0.14
H -0.36967 -0.27409 -1.29550 0.07


Most stable structure, least stable structure: i, ii.


i | 10
Properties=species:S:1:pos:R:3:lowdin_charge:R:1 method="wB97M-V/def2-TZVPD" smiles="NNC(=O)C(=O)Cl" total_charge=0 gap_ev=8.924
N 1.86451 0.20941 -0.15319 0.05
N 0.64537 -0.28622 0.07671 -0.04
C -0.44367 0.42236 0.00212 -0.57
O -0.55244 1.59214 -0.28280 0.05
C -1.61891 -0.51147 -0.03599 -0.62
O -1.57048 -1.70046 -0.22816 0.07
Cl -3.21325 0.40250 0.14354 0.62
H 2.61152 -0.14114 0.40871 0.08
H 1.86899 1.32775 -0.08090 0.17
H 0.40838 -1.31486 0.14996 0.18


ii | 10
Properties=species:S:1:pos:R:3:lowdin_charge:R:1 method="wB97M-V/def2-TZVPD" total_charge=0 gap_ev=8.919
C -0.36052 0.23474 -0.68910 -0.31
C 1.00047 -1.50103 -1.19196 -0.72
N -0.41923 1.42265 1.50850 0.04
N 0.02772 0.37448 0.59650 -0.03
O -1.24434 0.57192 -1.39013 0.11
O 1.69383 -1.83631 -0.29970 -0.02
Cl 0.60562 -2.41154 -2.61889 0.62
H -1.28891 1.06337 1.89755 0.08
H -0.62183 2.31967 1.04369 0.09
H 0.60718 -0.23795 1.14353 0.12


Most stable structure, least stable structure: i, ii.


i | 11
Properties=species:S:1:pos:R:3:lowdin_charge:R:1 method="wB97M-V/def2-TZVPD" smiles="NC1=C(Cl)C(=S)C=N1" total_charge=0 gap_ev=6.690
N 1.99742 0.16695 0.24058 0.16
C 0.67988 -0.00341 -0.05997 -0.38
C -0.35255 0.92958 -0.08078 -0.71
Cl -0.15740 2.63973 -0.09733 0.67
C -1.54495 0.18397 -0.04940 -0.75
S -3.19519 0.57158 0.09764 0.64
C -1.02355 -1.27501 -0.17268 -0.11
N 0.26690 -1.36864 -0.15303 0.10
H 2.47991 -0.73001 0.29421 0.11
H 2.46947 1.12074 0.08446 0.15
H -1.61993 -2.23546 -0.10370 0.13


ii | 11
Properties=species:S:1:pos:R:3:lowdin_charge:R:1 method="wB97M-V/def2-TZVPD" smiles="S=c1ncc(Cl)c[nH]1" total_charge=0 gap_ev=7.880
S 1.45106 2.77960 -0.38158 0.59
C 0.62268 1.38246 -0.06169 -0.91
N -0.30241 1.25136 0.94097 0.07
C -0.91664 0.11296 1.12452 -0.13
C -0.69193 -1.04892 0.31543 -0.66
Cl -1.55119 -2.51407 0.61570 0.68
C 0.21297 -0.93380 -0.68466 -0.09
N 0.83275 0.26984 -0.85114 0.04
H -1.65887 0.05505 1.94473 0.12
H 0.49360 -1.74246 -1.34609 0.13
H 1.50800 0.38798 -1.61618 0.14


Most stable structure, least stable structure: ii, i.


i | 11
Properties=species:S:1:pos:R:3:lowdin_charge:R:1 method="wB97M-V/def2-TZVPD" total_charge=0 gap_ev=10.170
C -0.40308 -0.06334 -0.30661 -0.88
C -0.29094 0.57534 1.06341 -1.64
O -0.58404 -1.42532 -0.27919 -0.12
P 0.93291 0.53543 -1.46609 0.82
Cl 1.12879 -0.10884 1.91721 0.58
Cl -0.04479 2.31210 0.86638 0.57
Cl -1.73169 0.27436 2.04992 0.60
H -1.64823 0.46167 -0.78509 0.22
H 0.11333 -1.83214 0.25663 0.08
H 0.61314 -0.43635 -2.41249 -0.10
H 1.91460 -0.29292 -0.90410 -0.11


ii | 11
Properties=species:S:1:pos:R:3:lowdin_charge:R:1 method="wB97M-V/def2-TZVPD" total_charge=0 gap_ev="8.202 / 5.478"
C -1.05137 0.61173 -1.64228 -0.14
C -0.32957 -0.47400 -0.97998 -0.60
O 0.01446 -0.72713 2.62177 -0.58
P 1.00988 0.01154 1.82818 0.00
Cl -0.92611 -1.43883 0.23360 0.74
Cl 1.73061 1.51738 3.06740 0.16
Cl 2.76082 -1.21425 1.78515 0.10
H -0.63192 1.66751 -1.27684 0.14
H -2.13875 0.48277 -1.47137 0.09
H -0.81641 0.56742 -2.64538 0.04
H 0.37835 -1.00414 -1.52025 0.04


Most stable structure, least stable structure: ii, i.